Entry from the Open Molecules 2025 dataset: a cluster of 9 separate species, C39H93N3O15 in total (ωB97M-V/def2-TZVPD).

## Properties
- Structure (SMILES): CC1(C)CCCC(C)(C)N1O.CC1(C)CCCC(C)(C)N1O.CC1(C)CCCC(C)(C)N1O.OCCO.OCCO.OCCO.OCCO.OCCO.OCCO
- Lowest unoccupied orbital energy: -0.2 eV
- Kohn-Sham gap: 7.63 eV

XYZ file:
```
150
Properties=species:S:1:pos:R:3:forces:R:3
C -6.20897 -0.50681 0.06458 0.079 0.479 0.103
C -5.74028 0.56918 -1.00217 -0.902 1.084 -1.084
C -5.77264 2.06957 -0.58035 0.345 -0.503 0.815
C -4.33474 0.14741 -1.45283 -0.312 0.775 -0.563
C -3.96186 0.65663 -2.83670 -0.297 -0.860 -1.403
C -5.00155 0.35023 -3.94761 -0.033 0.281 0.800
C -6.41786 0.88084 -3.60684 0.014 0.416 -0.771
C -6.60135 2.41997 -4.08627 -0.732 -0.977 1.377
C -7.40803 0.02483 -4.57917 1.003 1.661 1.731
N -6.66410 0.57175 -2.16496 0.801 -1.594 -1.674
O -7.95841 0.88818 -1.73054 -0.230 -0.305 -0.390
H -5.59230 -0.44047 0.96092 0.379 0.091 -0.070
H -7.21622 -0.53483 0.48024 -0.308 0.976 -0.412
H -6.12529 -1.52832 -0.30641 0.498 0.079 -0.472
H -5.66189 2.83412 -1.34931 0.811 -0.722 -0.748
H -6.77523 2.37976 -0.28589 0.148 -0.461 1.107
H -4.94210 2.18143 0.11663 -0.492 0.655 0.656
H -3.55580 0.54709 -0.80351 -0.214 -0.199 0.590
H -4.26886 -0.94058 -1.45740 0.046 -0.054 -0.010
H -3.72848 1.71497 -2.95308 -0.011 0.146 0.677
H -3.05849 0.10152 -3.08946 0.279 0.204 -0.229
H -5.09964 -0.71058 -4.17816 0.181 -0.265 0.447
H -4.63180 0.77453 -4.88108 -0.202 0.286 -0.050
H -6.23520 3.23769 -3.46549 1.282 -0.411 0.055
H -7.64295 2.69926 -3.92768 -0.523 -0.517 -0.735
H -6.29700 2.52043 -5.12810 -0.108 0.094 0.136
H -7.27308 -1.02441 -4.31652 -0.300 0.014 -0.205
H -7.11791 0.24744 -5.60600 0.082 -0.241 0.002
H -8.41880 0.40715 -4.43680 -0.124 -0.392 0.032
H -8.28292 -0.01308 -1.79394 -1.063 0.192 0.317
C 4.33629 -0.06221 0.51061 1.239 -0.500 0.040
C 5.34997 -0.51602 -0.60370 -1.330 0.455 -1.390
C 6.38598 -1.62109 -0.10787 -0.978 2.478 -0.666
C 4.51302 -1.14120 -1.78198 0.026 -0.876 1.291
C 3.54926 -0.23028 -2.47069 0.352 1.761 0.195
C 4.34974 0.94250 -3.11037 -0.539 -0.061 0.897
C 5.40486 1.68688 -2.14289 0.322 -2.356 -0.807
C 6.45264 2.33245 -3.02055 2.003 0.046 -0.337
C 4.80390 2.80768 -1.39549 -1.868 1.016 0.913
N 6.05162 0.64502 -1.21870 -0.997 -1.893 -3.670
O 6.98598 1.17644 -0.40002 0.271 0.732 1.542
H 4.84505 0.51973 1.27913 0.148 0.124 0.001
H 3.50480 0.54409 0.15129 0.092 -0.226 -0.125
H 3.99275 -0.93745 1.06200 -0.355 -0.082 -0.142
H 6.96812 -1.76742 -1.01770 0.282 -0.568 0.347
H 6.98872 -1.12464 0.65261 0.238 -0.415 0.037
H 5.88742 -2.50373 0.29273 0.034 0.062 -0.239
H 5.17915 -1.61852 -2.50069 0.180 0.003 0.026
H 3.94627 -1.91350 -1.26193 -0.080 -0.520 -0.193
H 2.86447 -0.66181 -3.20073 0.491 -0.407 -0.280
H 2.82857 0.15485 -1.74931 0.063 0.284 0.284
H 3.59278 1.63867 -3.47156 0.212 0.529 0.116
H 4.78870 0.55201 -4.02847 0.655 0.068 0.210
H 6.09618 3.15933 -3.63481 -0.473 -0.156 0.072
H 7.05667 1.70509 -3.67604 -0.550 -0.651 -0.128
H 7.25362 2.76058 -2.41786 -0.180 0.266 0.472
H 4.72659 3.67886 -2.04600 -0.463 -0.063 -0.060
H 5.28798 3.21972 -0.51006 0.648 -0.555 0.022
H 3.81599 2.49076 -1.06129 -0.352 0.370 0.053
H 6.39263 1.26306 0.34966 0.861 0.998 1.390
C 1.84374 0.79196 2.97126 1.225 0.452 -0.927
C 2.48146 1.44411 4.23713 -0.295 -0.286 -0.054
C 1.82399 0.65565 5.39856 0.569 1.137 1.122
C 4.01843 1.16122 4.25675 -0.353 0.337 -0.481
C 4.86393 2.17391 3.41594 -1.561 -1.954 0.979
C 4.56163 3.55536 3.81242 -0.595 1.932 0.250
C 3.05150 4.00439 3.79007 1.405 -1.356 -2.316
C 2.94604 5.24057 4.65277 -0.270 -0.778 0.472
C 2.64598 4.23931 2.28363 -0.313 0.205 -0.471
N 2.27140 2.92096 4.33108 -0.370 -1.030 1.854
O 0.91024 3.30302 4.48852 0.518 -0.527 -0.106
H 2.53533 1.01777 2.15959 -0.286 0.417 -0.453
H 1.88181 -0.29645 2.92632 -0.042 -0.177 0.796
H 0.83156 1.06660 2.67435 -0.018 0.372 0.381
H 0.76548 0.90216 5.48151 -0.121 -0.796 -0.426
H 2.13285 -0.38966 5.39204 -0.703 -0.255 -0.821
H 2.17777 0.88303 6.40416 0.441 0.900 0.037
H 4.34104 1.11025 5.29668 0.141 0.286 0.044
H 4.12593 0.15328 3.85601 0.161 -0.132 -0.043
H 5.92496 1.95013 3.52661 0.001 -0.053 -0.302
H 4.50772 2.07018 2.39103 0.471 -0.097 -0.232
H 5.12373 4.14307 3.08664 -0.155 0.721 0.189
H 4.87322 3.86851 4.80888 0.545 -0.557 0.088
H 3.59759 6.00375 4.22717 -0.639 0.445 0.029
H 3.32043 4.99515 5.64660 0.314 -0.093 0.015
H 1.89040 5.41601 4.86003 0.102 0.921 -0.583
H 3.30611 4.79956 1.62146 0.504 0.590 0.666
H 1.67900 4.72308 2.14572 -0.190 0.120 0.368
H 2.56827 3.33852 1.67484 -0.077 -0.654 0.555
H 0.56054 3.28002 3.59477 -0.565 -0.015 -0.426
O 2.67563 -3.78121 -6.79109 -0.672 -0.614 -0.143
C 2.03625 -4.16325 -5.57254 0.766 1.944 1.351
C 2.11088 -2.86204 -4.66121 -0.379 -1.293 -0.777
O 1.38205 -1.82821 -5.34402 0.569 -0.638 1.043
H 3.60967 -3.81690 -6.57223 0.177 0.173 -0.317
H 0.96901 -4.36302 -5.66853 0.175 -0.300 -0.697
H 2.57996 -5.01207 -5.15784 -0.314 -0.095 0.335
H 3.15953 -2.63173 -4.47309 0.246 0.436 -0.455
H 1.72795 -3.03930 -3.65620 -0.592 0.031 0.000
H 1.22102 -2.18975 -6.21864 0.061 0.287 -0.367
O -1.46659 2.09350 6.00586 1.752 -0.930 0.763
C -2.49652 2.74044 5.45484 -3.199 1.617 -1.799
C -2.92914 2.08752 4.09051 0.610 0.184 1.570
O -1.75986 2.02663 3.21952 -1.386 0.407 0.798
H -0.81465 2.25850 5.32077 1.237 -0.399 0.209
H -3.32676 2.88958 6.14518 -0.472 -1.160 0.131
H -2.33925 3.81127 5.32566 0.893 0.400 -0.702
H -3.80854 2.60491 3.70702 0.277 0.338 -0.562
H -3.26707 1.08244 4.34292 0.176 -0.284 -0.147
H -1.92082 1.27390 2.64586 0.372 -0.128 -0.278
O -2.27996 -5.02940 -4.02129 0.250 -0.342 -0.471
C -1.68714 -3.74555 -4.14201 -1.532 2.184 0.231
C -2.54410 -2.99606 -5.25582 0.472 -0.219 2.182
O -2.43323 -3.69222 -6.42748 0.550 -0.695 -1.682
H -1.76788 -5.62127 -3.46536 0.219 0.169 -0.012
H -1.81126 -3.20375 -3.20439 -0.188 0.191 0.206
H -0.61239 -3.67127 -4.30789 0.052 -0.610 -0.613
H -2.29478 -1.94409 -5.39480 0.599 -0.035 0.121
H -3.59375 -2.98388 -4.96225 -0.193 -0.168 0.521
H -2.06781 -4.54306 -6.17423 -0.219 -0.362 -0.380
O -2.48874 -3.92353 2.62716 0.896 -0.949 0.326
C -3.24724 -4.26277 1.53002 -2.299 0.783 -1.520
C -2.63767 -3.90188 0.14842 -1.611 0.358 1.999
O -1.42261 -4.51958 -0.06484 1.328 -0.529 -0.396
H -1.75430 -4.53712 2.55160 0.639 0.190 0.551
H -3.71056 -5.24932 1.51841 0.882 -0.879 0.237
H -4.18025 -3.71689 1.67009 -0.075 0.701 -0.436
H -2.44906 -2.82934 0.19510 -0.002 0.099 -0.374
H -3.44421 -4.13124 -0.54800 0.285 0.050 -0.590
H -1.49841 -5.38924 -0.46430 -0.293 -0.018 0.057
O -1.60795 -1.41986 3.29165 0.217 0.550 -0.164
C -0.73572 -1.99270 4.24215 1.178 -0.053 -0.272
C -1.19680 -1.81365 5.67150 -1.020 -1.054 -0.494
O -2.32337 -2.71914 5.91223 0.308 0.978 0.093
H -2.39763 -1.95817 3.20087 0.015 -0.456 0.158
H -0.46058 -3.02100 4.00764 -0.887 -0.683 0.113
H 0.26341 -1.60206 4.04914 -0.095 1.054 0.328
H -1.60417 -0.80730 5.76854 0.088 -0.030 0.225
H -0.39915 -1.98261 6.39490 0.076 0.038 -0.013
H -2.03482 -3.63145 5.98982 0.321 0.053 -0.078
O -0.61107 -0.48035 -2.00614 0.331 0.715 -0.495
C 0.09896 -1.19345 -1.01768 0.223 0.453 0.490
C 0.44630 -0.38792 0.27646 -2.134 -0.958 0.289
O -0.82924 0.03191 0.85886 0.550 0.617 -0.746
H -1.11766 0.23355 -1.61203 -0.102 0.014 0.317
H -0.56427 -2.03243 -0.80712 0.449 -0.346 0.781
H 1.00961 -1.56475 -1.48774 0.123 -0.067 -0.002
H 1.09344 0.48503 0.19118 -0.123 -0.057 -0.469
H 0.82998 -1.03697 1.06361 0.778 -0.309 -0.518
H -1.04470 -0.62663 1.52331 -0.242 -0.221 0.437
```
Forces are in eV/Å.

These are the Löwdin partial charges, in e, on atoms 1 to 99:
1. C -0.020
2. C -0.446
3. C -0.017
4. C -0.142
5. C -0.166
6. C -0.145
7. C -0.417
8. C -0.027
9. C -0.028
10. N -0.146
11. O -0.019
12. H 0.073
13. H 0.070
14. H 0.070
15. H 0.067
16. H 0.079
17. H 0.076
18. H 0.110
19. H 0.110
20. H 0.117
21. H 0.091
22. H 0.097
23. H 0.114
24. H 0.055
25. H 0.064
26. H 0.073
27. H 0.073
28. H 0.074
29. H 0.067
30. H 0.100
31. C -0.026
32. C -0.443
33. C -0.003
34. C -0.155
35. C -0.192
36. C -0.078
37. C -0.457
38. C -0.064
39. C -0.057
40. N -0.145
41. O -0.004
42. H 0.046
43. H 0.055
44. H 0.090
45. H 0.084
46. H 0.072
47. H 0.080
48. H 0.118
49. H 0.110
50. H 0.092
51. H 0.083
52. H 0.115
53. H 0.111
54. H 0.086
55. H 0.084
56. H 0.082
57. H 0.089
58. H 0.087
59. H 0.077
60. H 0.071
61. C -0.040
62. C -0.433
63. C -0.035
64. C -0.101
65. C -0.183
66. C -0.153
67. C -0.496
68. C -0.029
69. C -0.018
70. N -0.085
71. O -0.011
72. H 0.041
73. H 0.070
74. H 0.076
75. H 0.067
76. H 0.084
77. H 0.083
78. H 0.116
79. H 0.108
80. H 0.122
81. H 0.077
82. H 0.119
83. H 0.115
84. H 0.096
85. H 0.084
86. H 0.082
87. H 0.075
88. H 0.076
89. H 0.062
90. H 0.081
91. O -0.066
92. C -0.209
93. C -0.237
94. O -0.063
95. H 0.090
96. H 0.101
97. H 0.116
98. H 0.097
99. H 0.099